12 unconnected molecules or ions with the total composition C45H125N11O12, computed with ωB97M-V/def2-TZVPD.

## Properties
E_tot: -89646.581 eV
structure (SMILES): COC[C@H](C)N.COC[C@H](C)N.COC[C@H](C)N.COC[C@H](C)N.COC[C@H](C)N.COC[C@H](C)N.COC[C@H](C)N.COC[C@H](C)N.COC[C@H](C)N.COC[C@H](C)N.COC[C@H](C)N.CO
frontier orbital gap: 8.37 eV
HOMO: -8.2 eV
total charge: 0

```
193
C45H125N11O12 ωB97M-V/def2-TZVPD
C 1.74182 -5.36458 6.90151
O 1.08636 -4.92208 5.73786
C 1.91299 -4.80288 4.59193
C 1.08044 -4.38236 3.37947
C 0.03566 -5.47322 3.09893
N 1.90604 -4.17805 2.18652
H 2.61493 -5.99398 6.69332
H 1.03725 -5.89343 7.53553
H 2.16273 -4.49127 7.41368
H 2.71246 -4.07465 4.77392
H 2.34280 -5.80848 4.47729
H 0.44200 -3.54208 3.66755
H -0.19197 -5.56114 2.03151
H -0.89751 -5.30332 3.63170
H 0.39168 -6.48764 3.31041
H 2.76663 -3.72113 2.51136
H 2.18038 -5.11040 1.88642
C 7.50218 -0.42352 -6.68041
O 6.50008 -0.35923 -5.70306
C 5.30957 -1.09023 -5.90945
C 4.54639 -1.22974 -4.60436
C 5.00495 -2.40793 -3.73531
N 3.13623 -1.46126 -4.91641
H 8.21010 0.35387 -6.40778
H 7.14999 -0.23924 -7.70326
H 7.96801 -1.41447 -6.73060
H 4.67749 -0.50856 -6.59054
H 5.53385 -2.06100 -6.36537
H 4.63060 -0.30310 -4.03297
H 4.38032 -2.40654 -2.83771
H 6.04419 -2.29045 -3.40294
H 4.92776 -3.40903 -4.16134
H 2.59881 -1.73909 -4.09875
H 2.90269 -2.16866 -5.60241
C 3.95215 -0.45932 0.20333
O 3.35926 0.80090 0.09084
C 4.16056 1.72724 -0.62743
C 3.54873 3.12172 -0.71912
C 2.11355 3.07215 -1.23731
N 4.38387 3.93975 -1.59340
H 4.30822 -0.91925 -0.72750
H 3.20040 -1.09279 0.67972
H 4.80662 -0.36962 0.89065
H 5.18778 1.82686 -0.25648
H 4.25766 1.30910 -1.64264
H 3.65029 3.54800 0.28308
H 1.54201 2.38827 -0.60149
H 2.02128 2.73544 -2.26601
H 1.65918 4.04384 -1.03806
H 4.31493 3.62336 -2.55959
H 3.96418 4.86363 -1.65144
C -3.22723 -4.47018 3.51481
O -3.85693 -3.39235 2.85777
C -3.97081 -3.54690 1.44748
C -4.59886 -2.28286 0.78562
C -4.47391 -2.34099 -0.74212
N -4.02570 -1.06011 1.32835
H -2.17143 -4.55144 3.24179
H -3.79502 -5.39677 3.40564
H -3.24171 -4.20709 4.57539
H -2.99334 -3.83183 1.03797
H -4.61841 -4.41553 1.26277
H -5.64647 -2.33958 1.09163
H -3.62251 -2.94970 -1.05330
H -4.47023 -1.35050 -1.18653
H -5.33747 -2.89388 -1.12152
H -4.09782 -1.01778 2.33854
H -3.02291 -1.05542 1.13060
C -8.52984 -0.30965 6.24034
O -7.31771 -0.38641 6.94733
C -6.13943 -0.31084 6.21083
C -5.88713 -1.53261 5.29880
C -5.96158 -2.80387 6.14028
N -4.60195 -1.35915 4.65235
H -9.38158 -0.27145 6.91171
H -8.62859 -1.08218 5.47356
H -8.50592 0.65595 5.70990
H -6.13128 0.59360 5.58234
H -5.29153 -0.17134 6.88535
H -6.70194 -1.59271 4.57457
H -5.95580 -3.72403 5.54979
H -6.98547 -2.89274 6.53591
H -5.34689 -2.82036 7.03999
H -3.84606 -1.37296 5.33306
H -4.38255 -2.16183 4.04476
C -4.69200 4.69234 -6.45742
O -5.42033 3.86187 -5.58168
C -5.30304 2.49289 -5.92993
C -5.54965 1.64773 -4.68721
C -4.56473 1.92024 -3.56562
N -5.50430 0.22490 -5.03052
H -3.63992 4.39835 -6.52297
H -4.71589 5.74745 -6.19150
H -5.16413 4.60777 -7.44487
H -6.00580 2.26200 -6.73547
H -4.27730 2.29095 -6.25799
H -6.53690 1.90635 -4.27764
H -3.56083 1.68512 -3.93306
H -4.79214 1.27215 -2.71713
H -4.54753 2.95162 -3.21910
H -6.29293 -0.06184 -5.61086
H -5.78255 -0.27284 -4.18286
C 0.17104 1.97412 2.84302
O 0.15370 1.98310 4.26798
C 1.27062 2.71068 4.74392
C 1.43618 2.41991 6.23632
C 0.28915 2.96103 7.07632
N 2.67571 3.03936 6.75813
H 0.90505 1.26777 2.44339
H 0.26459 2.96667 2.39779
H -0.81064 1.58402 2.56348
H 2.17938 2.27884 4.29606
H 1.27086 3.78790 4.54566
H 1.38760 1.34261 6.41684
H 0.42733 2.79783 8.14461
H -0.65506 2.48081 6.80778
H 0.13530 4.02886 6.88824
H 3.31520 3.12326 5.96880
H 2.47098 4.00272 7.00596
C -2.50459 3.36883 -0.43476
O -2.18509 4.39302 -1.36343
C -1.40979 5.46492 -0.84787
C -1.18794 6.41716 -2.02251
C -0.54483 5.78471 -3.22905
N -0.37274 7.56780 -1.63009
H -1.65419 2.99661 0.13948
H -2.97396 2.53537 -0.95276
H -3.24925 3.81308 0.23513
H -1.91203 5.96674 -0.01297
H -0.45299 5.06307 -0.49246
H -2.16249 6.80540 -2.33785
H -1.10348 5.00403 -3.74398
H 0.44472 5.39318 -2.96680
H -0.36521 6.49057 -4.04395
H -0.74470 7.96817 -0.77360
H 0.56284 7.22682 -1.42102
C 5.48648 -3.49800 2.18911
O 4.46715 -2.93341 2.98429
C 5.00649 -1.87067 3.77852
C 3.94403 -1.19505 4.61124
C 2.88248 -0.54440 3.74551
N 4.55646 -0.18918 5.50186
H 5.12176 -4.42696 1.75024
H 6.44991 -3.65136 2.67838
H 5.65245 -2.83806 1.32633
H 5.82665 -2.28501 4.37824
H 5.48252 -1.18104 3.06868
H 3.44793 -1.98247 5.19470
H 2.26285 0.16137 4.30259
H 2.22741 -1.24935 3.23127
H 3.37524 0.05553 2.97373
H 5.26079 -0.71293 6.02243
H 3.88565 0.06211 6.22272
C -0.85372 -1.57025 2.26366
O -1.01742 -0.80636 1.08764
C 0.04712 -0.89503 0.15660
C -0.19216 0.09536 -0.98299
C -1.40332 -0.27064 -1.80392
N 1.00799 0.12629 -1.82652
H 0.06367 -1.33930 2.81599
H -0.81420 -2.62967 1.97975
H -1.71292 -1.38677 2.90315
H 0.96404 -0.60366 0.68798
H 0.13448 -1.94275 -0.16131
H -0.30916 1.08108 -0.52625
H -1.34226 -1.30176 -2.15455
H -1.56050 0.44987 -2.60650
H -2.27862 -0.17321 -1.15457
H 1.79562 0.31764 -1.20764
H 1.20478 -0.82644 -2.14757
C 1.11373 1.45780 -9.20439
O 0.80324 1.97816 -7.92132
C 1.71056 1.58720 -6.91000
C 1.01173 1.58518 -5.55293
C 0.42579 2.96235 -5.19768
N 2.06903 1.26159 -4.58430
H 0.94367 0.37780 -9.29534
H 2.19201 1.57108 -9.35528
H 0.45631 1.97998 -9.89138
H 2.13872 0.59626 -7.10065
H 2.51022 2.33904 -6.88625
H 0.21190 0.83531 -5.51483
H 0.15456 2.98750 -4.14431
H -0.29742 3.20966 -5.97394
H 1.23586 3.69524 -5.27852
H 1.68673 1.08751 -3.65499
H 2.44582 0.32622 -4.79503
C 0.30673 -3.72797 -3.55092
O 1.21532 -2.85218 -2.88832
H 0.90903 -4.48526 -4.05877
H -0.40128 -4.17130 -2.84506
H -0.30947 -3.18862 -4.26779
H 1.66376 -3.33903 -2.18991
```

2 unconnected molecules or ions with the total composition C45H26F15O4Si, computed with ωB97M-V/def2-TZVPD.

## Properties
E_tot: -103907.444 eV
frontier orbital gap: 5.25 eV
HOMO: -10.4 eV
total charge: +1

```
91
C45H26F15O4Si ωB97M-V/def2-TZVPD
F 0.76863 -3.63139 -6.47524
C 0.52301 -2.45255 -5.88396
C 1.42905 -1.41342 -6.01395
F 2.54976 -1.57778 -6.73420
C 1.18124 -0.19924 -5.39363
F 2.07650 0.79902 -5.52180
C 0.02423 -0.03331 -4.65825
Si -0.32448 1.60781 -3.87818
C 1.27405 2.47770 -3.50784
C 1.50270 3.77088 -3.93402
F 0.56667 4.45612 -4.61538
C 2.69211 4.40270 -3.60464
F 2.90463 5.66874 -3.99570
C 3.63749 3.74330 -2.83800
F 4.76045 4.37655 -2.46723
C 3.40192 2.44746 -2.41271
F 4.27129 1.83643 -1.59315
C 2.22336 1.80743 -2.76366
F 2.01808 0.54086 -2.35611
C -1.37465 2.63690 -5.00352
C -1.24120 2.51742 -6.37232
F -0.40923 1.60859 -6.91341
C -1.99886 3.32275 -7.20797
F -1.87366 3.20855 -8.53951
C -2.89231 4.23129 -6.66644
F -3.64439 4.99308 -7.47523
C -3.01995 4.34616 -5.29192
F -3.90702 5.20547 -4.76640
C -2.24561 3.55681 -4.45382
F -2.32654 3.73662 -3.12094
O -1.19377 1.35777 -2.47193
C -0.63955 1.59846 -1.24500
C -0.73954 2.79469 -0.60231
C -0.00735 2.70670 0.68254
C 0.55653 1.27887 0.67201
O 0.09517 0.66469 -0.52203
C -0.88956 -1.05951 -4.53273
F -2.04502 -0.89216 -3.86076
C -0.63185 -2.27986 -5.13870
F -1.49261 -3.29730 -4.97781
H -1.28159 3.63729 -0.99602
H 0.78878 3.46039 0.73834
H -0.69062 2.86963 1.52505
H 1.65675 1.25277 0.64104
H 0.20238 0.66026 1.51046
C -1.26359 -0.53704 10.10055
O -1.88425 0.09277 9.00402
C -1.45865 -0.33680 7.75178
C -2.03928 0.27020 6.62733
C -1.70058 -0.10106 5.35602
C -0.72002 -1.07989 5.13034
C -0.34468 -1.49904 3.77581
C -1.36773 -1.76591 2.83687
C -1.15390 -2.07940 1.52954
C -2.17902 -2.40851 0.57862
C -1.80896 -2.81999 -0.71032
C -2.75781 -3.20782 -1.62703
C -4.09798 -3.19546 -1.28889
C -4.48670 -2.77749 -0.02962
C -3.54528 -2.38432 0.89403
C 1.07699 -1.63593 3.42984
C 1.96674 -0.58771 3.72067
C 3.29515 -0.68694 3.41685
C 3.82970 -1.84990 2.83866
O 5.19574 -1.86176 2.58102
C 5.67714 -3.03848 1.97773
C 2.94634 -2.91000 2.57721
C 1.60942 -2.80088 2.84766
C -0.11991 -1.67363 6.25396
C -0.49424 -1.33074 7.52400
H -1.65651 -0.08718 11.01340
H -1.49430 -1.60371 10.10372
H -0.18541 -0.37562 10.06219
H -2.77455 1.03549 6.79383
H -2.15960 0.38356 4.51245
H -2.37611 -1.73028 3.20511
H -0.13983 -2.12183 1.17325
H -0.76383 -2.84808 -0.96928
H -2.45397 -3.51708 -2.61377
H -4.83920 -3.51582 -2.00217
H -5.53069 -2.76976 0.23618
H -3.86744 -2.06429 1.87024
H 1.57799 0.30891 4.17366
H 3.96512 0.12654 3.62989
H 6.74591 -2.91648 1.79846
H 5.52482 -3.88669 2.64623
H 5.17586 -3.20373 1.02281
H 3.32892 -3.82968 2.17456
H 0.95451 -3.63204 2.65430
H 0.61569 -2.44244 6.09839
H -0.05747 -1.84768 8.35693
```